A:
Formula: C26H30N2O4
Source: OMol25
Level of theory: ωB97M-V with the def2-TZVPD basis set

Cartesian coordinates (Å):
C -2.7314 1.0664 1.8423
C -3.5571 0.5153 0.6869
H -4.4309 1.1513 0.5308
H -2.9573 0.5383 -0.2248
C -4.0435 -0.9196 0.9502
C -2.8894 -1.8626 1.0966
C -2.5122 -2.3172 2.3132
C -1.3427 -3.1441 2.5214
O -0.9786 -3.5894 3.5805
O -0.5764 -3.4085 1.4122
C -0.9265 -2.9779 0.1839
C -0.0375 -3.2700 -0.8483
C -0.3176 -2.8445 -2.1354
C -1.5329 -2.1932 -2.3972
C -2.3969 -1.8963 -1.3757
C -2.0987 -2.2395 -0.0492
H -3.3160 -1.3797 -1.5997
H -1.7540 -1.9131 -3.4149
O 0.5246 -2.9736 -3.1952
C 1.8729 -3.3087 -2.9359
C 2.5635 -2.3460 -1.9524
O 3.4975 -2.6996 -1.2691
N 2.0428 -1.1044 -1.9564
H 1.2424 -0.9192 -2.5428
C 2.3223 -0.1214 -0.9278
C 1.3515 -0.2833 0.2468
C 1.5779 0.8174 1.2769
N 1.3815 2.1111 0.6539
C 2.3701 2.3212 -0.3871
C 2.1890 1.2880 -1.4951
H 2.9270 1.4537 -2.2811
H 1.1907 1.4070 -1.9222
H 2.2299 3.3251 -0.7948
H 3.3977 2.2532 0.0158
C 1.3674 3.2026 1.6120
C 0.8282 4.4608 0.9863
C -0.3037 4.3973 0.1822
C -0.8227 5.5427 -0.3916
C -0.2188 6.7687 -0.1641
C 0.9079 6.8404 0.6360
C 1.4301 5.6914 1.2055
H 2.3125 5.7524 1.8270
H 1.3847 7.7930 0.8151
H -0.6244 7.6647 -0.6103
H -1.7020 5.4824 -1.0166
H -0.7611 3.4354 0.0067
H 2.3688 3.3916 2.0384
H 0.7059 2.9116 2.4355
H 0.8563 0.7082 2.0905
H 2.5920 0.7181 1.7045
H 1.4916 -1.2594 0.7121
H 0.3263 -0.2163 -0.1264
H 3.3453 -0.3064 -0.5846
H 2.3754 -3.2531 -3.9056
H 1.9751 -4.3299 -2.5524
H 0.8637 -3.8035 -0.5957
H -3.0608 -2.0662 3.2074
H -4.6324 -0.9295 1.8686
H -4.6894 -1.2395 0.1305
H -1.8330 0.4718 1.9918
H -3.3076 1.0555 2.7647
H -2.4320 2.0916 1.6375

Results
- net charge = 0
- 2S+1 = 1
- Kohn-Sham gap (eV) = 8.7
- SMILES string = CCCc1cc(=O)oc2cc(OCC(=O)NC3CCN(Cc4ccccc4)CC3)ccc12
- HOMO level (eV) = -8.611

Results of the Mulliken charge analysis, in e, for atoms 1 through 5:
1. C -0.997
2. C -0.284
3. H 0.417
4. H 0.355
5. C -1.357


B:
Formula: C26H30N2O4
Source: OMol25
Level of theory: ωB97M-V with the def2-TZVPD basis set

Cartesian coordinates (Å):
C 4.5322 -1.9275 -0.7754
N 3.8979 -1.3854 0.4669
O 3.6365 -0.1966 0.4756
O 3.6996 -2.1507 1.3796
H 4.0290 -1.4762 -1.6192
H 4.3883 -3.0035 -0.7551
H 5.5918 -1.7095 -0.6916
C 1.1230 1.4272 -0.0562
N 0.2102 0.2670 -0.0319
O -0.4773 0.0882 -1.0268
O 0.2655 -0.4917 0.9149
H 1.3276 1.6373 0.9913
H 0.5479 2.2880 -0.3901
H 2.0148 1.3243 -0.6551
C -3.7860 -1.1137 -2.1849
C -4.9169 -1.3963 -2.9357
C -6.0384 -1.9076 -2.3045
C -6.0153 -2.2078 -0.9527
C -4.8697 -1.9351 -0.2019
C -3.7500 -1.4211 -0.8363
H -2.8808 -0.7178 -2.6292
H -4.9083 -1.1612 -3.9914
H -6.9081 -2.1584 -2.9033
H -6.8516 -2.6969 -0.4687
H -4.8749 -2.1177 0.8657
H -2.8493 -1.1724 -0.2852
C -1.9965 2.7130 1.1937
C -1.1888 3.2516 2.1866
C -1.1870 2.6501 3.4422
C -2.0120 1.5560 3.6722
C -2.8270 1.0466 2.6694
C -2.8046 1.6076 1.3946
H -2.0162 3.2086 0.2253
H -0.5830 4.1226 1.9706
H -0.4669 2.9821 4.1804
H -2.0687 1.1562 4.6780
H -3.4559 0.2022 2.9234
H -3.4467 1.1992 0.6263
C 2.7477 4.6164 0.9000
C 4.0571 5.0368 1.0863
C 4.7589 5.5931 0.0137
C 4.1190 5.7479 -1.2123
C 2.7851 5.3876 -1.3890
C 2.1033 4.8020 -0.3231
H 2.1882 4.1121 1.6809
H 4.5694 4.7994 2.0108
H 5.7904 5.9030 0.1099
H 4.6646 6.1545 -2.0584
H 2.3062 5.5512 -2.3445
H 1.0651 4.5143 -0.4360
C 1.2720 -5.7168 -1.6407
C 1.3098 -4.3550 -1.3399
C 0.5989 -3.8500 -0.2589
C -0.2000 -4.6976 0.4979
C -0.2279 -6.0477 0.2107
C 0.5130 -6.5676 -0.8490
H 1.8694 -6.1170 -2.4504
H 2.0165 -3.7566 -1.9068
H 0.6777 -2.7985 -0.0106
H -0.7552 -4.3214 1.3470
H -0.7788 -6.7379 0.8385
H 0.4652 -7.6327 -1.0379

Results
- net charge = 0
- 2S+1 = 1
- Kohn-Sham gap (eV) = 9.4
- SMILES string = C[N+](=O)[O-].C[N+](=O)[O-].c1ccccc1.c1ccccc1.c1ccccc1.c1ccccc1
- HOMO level (eV) = -9.122

Results of the Mulliken charge analysis, in e, for atoms 1 through 5:
1. C -0.801
2. N 0.913
3. O -0.534
4. O -0.510
5. H 0.289


Most stable = A


A:
Formula: C27H38Cl2IrN3O6
Source: OMol25
Level of theory: ωB97M-V with the def2-TZVPD basis set

Cartesian coordinates (Å):
O 0.5195 0.1170 -1.8695
C -0.3730 0.2541 -2.9418
C -0.0814 1.5935 -3.6291
C 0.5717 2.6142 -2.9550
H 0.9367 2.4344 -1.9433
C 0.7656 3.8522 -3.5843
H 1.2777 4.6455 -3.0383
C 0.3099 4.0595 -4.8834
H 0.4606 5.0222 -5.3719
C -0.3419 3.0201 -5.5630
H -0.6934 3.1689 -6.5831
C -0.5382 1.7928 -4.9377
H -1.0548 0.9762 -5.4535
H -0.1229 -0.5404 -3.6762
C -2.1288 -1.4094 -2.2790
C -1.8078 0.0303 -2.5579
H -3.1974 -1.5988 -2.3546
H -1.8280 -1.6846 -1.2536
H -1.5522 -2.0282 -2.9409
C -2.6574 1.1151 -2.3891
C -4.0728 1.0522 -1.8582
H -2.2503 2.1284 -2.5824
H -4.7483 1.4551 -2.6033
H -4.1720 1.6636 -0.9480
H -4.3613 0.0259 -1.6158
Ir 0.0175 -0.0340 0.1004
Cl -2.2502 0.2214 0.0174
C -1.0987 0.2352 2.7143
O -0.2514 -0.4515 2.0548
N -1.2151 0.1096 4.0258
C -0.6905 -1.0466 4.7382
C -1.9216 1.1204 4.8095
H -1.8050 0.9507 2.2165
H -0.1273 -1.6613 4.0340
H -1.5200 -1.6274 5.1749
H -0.0439 -0.7019 5.5561
H -2.1149 1.9967 4.1679
H -1.2998 1.4276 5.6638
H -2.8787 0.7295 5.1866
H 4.8309 1.8822 -2.0384
H 4.7145 2.2266 0.6573
C 3.7455 1.7708 -1.9072
C 3.6534 1.9627 0.5663
N 3.4488 1.1464 -0.6205
H 3.3338 1.1498 -2.7173
C 2.8719 -0.0531 -0.5665
O 2.0266 -0.4022 0.3217
H 3.3018 1.4165 1.4474
H 3.1451 -0.7466 -1.4012
H 3.2749 2.7673 -1.9325
H 3.0632 2.8943 0.4484
H -0.0894 -5.3937 0.5477
H 2.1062 -5.5588 -1.0728
C -0.4836 -4.8521 -0.3220
C 1.5898 -4.8367 -1.7201
N 0.5959 -4.0877 -0.9518
H -1.2702 -4.1635 -0.0196
C 0.6499 -2.7641 -0.8942
O -0.1415 -2.1002 -0.1407
H 2.3195 -4.1234 -2.1343
H 1.3990 -2.2697 -1.5539
H -0.8718 -5.5782 -1.0493
H 1.1003 -5.3811 -2.5404
Cl -0.0180 7.1827 5.0488
C 0.2188 5.8623 4.0373
C 1.1001 4.8282 4.4258
C 1.2750 3.7165 3.5958
C 0.6062 3.5948 2.3734
C -0.2678 4.6159 1.9815
C -0.4548 5.7390 2.8047
C 0.7260 2.2479 1.6405
O 1.3974 1.4403 2.3188
O 0.2164 2.0562 0.4767
H 1.6301 4.8922 5.3754
H 1.9492 2.9305 3.9586
H -0.8170 4.5261 1.0389
H -1.1399 6.5246 2.5062

Results
- expectation value of S² = 6.017
- net charge = 0
- 2S+1 = 5
- Kohn-Sham gap (spin up / spin down) (eV) = 5.6 / 6.5
- HOMO level (spin up / spin down) (eV) = -5.321 / -6.886

Results of the Mulliken charge analysis, in e, for atoms 1 through 5:
1. O -1.070
2. C 0.768
3. C -1.139
4. C 0.744
5. H 0.344


B:
Formula: C27H38Cl2IrN3O6
Source: OMol25
Level of theory: ωB97M-V with the def2-TZVPD basis set

Cartesian coordinates (Å):
O 0.7491 1.4918 -0.3305
C 1.6956 2.0446 0.4440
C 2.9605 2.0470 -0.4017
C 3.0906 1.1278 -1.4478
H 2.3220 0.3604 -1.5755
C 4.1696 1.2177 -2.3275
H 4.2106 0.5283 -3.1708
C 5.1657 2.1739 -2.1020
H 6.0156 2.2341 -2.7794
C 5.0678 3.0489 -1.0138
H 5.8541 3.7796 -0.8170
C 3.9509 3.0032 -0.1748
H 3.8273 3.6789 0.6772
H 1.4316 3.0809 0.7263
C 1.1783 1.8991 3.0819
C 1.7714 1.2055 1.8840
H 1.9227 2.0018 3.8894
H 0.3333 1.3360 3.4973
H 0.8430 2.9113 2.8211
C 2.8622 0.4081 2.0142
C 3.4323 -0.1154 3.2979
H 3.3859 0.0765 1.1191
H 4.4372 0.2992 3.5016
H 3.5731 -1.2038 3.2263
H 2.8073 0.0993 4.1786
Ir -0.4986 0.0450 0.8235
Cl 0.4789 -1.2326 2.4704
C -2.0000 -2.4881 1.3517
O -2.1592 -1.2277 1.2691
N -2.9993 -3.3552 1.2138
C -4.3852 -2.9224 1.2634
C -2.7405 -4.7923 1.2492
H -1.0178 -2.9440 1.5480
H -4.4517 -1.8755 0.9641
H -4.7908 -3.0522 2.2756
H -4.9595 -3.5608 0.5880
H -1.7443 -4.9843 0.8314
H -3.5021 -5.3068 0.6544
H -2.7707 -5.1820 2.2785
H -0.1278 2.9344 -4.3261
H -1.8685 1.1007 -4.4499
C 0.2949 2.4588 -3.4308
C -1.3378 0.6148 -3.6171
N -0.7194 1.6364 -2.7823
H 0.6355 3.2261 -2.7303
C -1.0524 1.8565 -1.5071
O -1.6716 1.0354 -0.7651
H -2.0226 -0.0021 -3.0294
H -0.7918 2.8815 -1.1844
H 1.1502 1.8441 -3.7464
H -0.5502 -0.0165 -4.0533
H -4.2595 2.4309 3.6862
H -4.2014 4.6605 2.1261
C -3.1932 2.6674 3.7974
C -3.1105 4.6180 2.2477
N -2.6832 3.2590 2.5640
H -2.6363 1.7570 4.0308
C -1.9310 2.5533 1.7292
O -1.5923 1.3591 2.0186
H -2.6267 4.9319 1.3177
H -1.6188 3.0612 0.8020
H -3.0878 3.4014 4.6022
H -2.8243 5.2984 3.0599
Cl 1.5109 -6.9648 -3.8219
C 0.8760 -5.5172 -3.1604
C -0.4637 -5.1679 -3.4059
C -0.9774 -3.9984 -2.8394
C -0.1747 -3.1811 -2.0288
C 1.1656 -3.5247 -1.8103
C 1.6932 -4.6898 -2.3723
C -0.7895 -1.9787 -1.3583
O -2.0018 -1.7537 -1.5212
O 0.0604 -1.2828 -0.6135
H -1.0836 -5.8100 -4.0240
H -2.0139 -3.7148 -3.0147
H 1.7780 -2.8733 -1.1883
H 2.7302 -4.9668 -2.1995

Results
- expectation value of S² = 6.011
- net charge = 0
- 2S+1 = 5
- Kohn-Sham gap (spin up / spin down) (eV) = 6.7 / 6.6
- HOMO level (spin up / spin down) (eV) = -6.417 / -7.135

Results of the Mulliken charge analysis, in e, for atoms 1 through 5:
1. O -0.828
2. C 0.066
3. C -0.564
4. C 0.032
5. H 0.501


Most stable = B